DFT (wB97M-V/def2-TZVPD) results for C17H37F5MnN6O5PTe as an isolated structure.

Results
2S+1: 6
Gap between HOMO and LUMO (spin up / spin down), hartree: 0.320 / 0.319
Total charge: +1
Energy, eV: -98892.5954

Geometry (Å):
Mn -0.0105 -1.0229 0.1946
C -2.5080 -3.3261 -0.3953
O -2.3105 -1.9071 -0.3013
C -3.3030 -1.2575 0.4786
C -2.8697 -1.1811 1.9159
O -1.6492 -0.4387 1.9253
C -1.0751 -0.3238 3.2298
C -0.1664 -1.4997 3.4783
O 0.8443 -1.5136 2.4739
C 2.0612 -0.9274 2.9099
H -3.4987 -3.5224 -0.8107
H -1.7389 -3.7152 -1.0509
H -2.4101 -3.8054 0.5802
H -3.4089 -0.2444 0.0847
H -4.2643 -1.7687 0.3859
H -3.6235 -0.6578 2.5119
H -2.7148 -2.1782 2.3393
H -0.5089 0.6081 3.2336
H -1.8624 -0.2533 3.9848
H 0.2795 -1.4530 4.4752
H -0.7045 -2.4426 3.3930
H 2.4630 -1.4847 3.7582
H 2.7712 -0.9859 2.0905
H 1.9212 0.1216 3.1924
N 0.6096 1.0629 0.7809
C 1.0575 2.0662 1.1467
N 1.5338 3.2250 1.5186
C 2.8059 3.7280 0.9681
C 3.8821 3.6209 2.0339
O 3.4784 4.2854 3.2143
C 2.3184 3.7059 3.7749
C 1.1489 3.8168 2.8130
H 2.6520 4.7712 0.6887
H 3.0616 3.1577 0.0766
H 4.8005 4.0982 1.6970
H 4.0923 2.5641 2.2499
H 2.1054 4.2449 4.6964
H 2.5062 2.6507 4.0192
H 0.9041 4.8648 2.6346
H 0.2624 3.3093 3.1906
F -0.1686 -4.3307 2.2033
Te 0.9611 -4.5625 0.7378
F 1.4790 -6.1294 1.5513
F 2.3683 -3.7719 1.6605
F 2.1363 -4.9704 -0.6309
F -0.3583 -5.5569 -0.0961
O 0.4315 -3.0240 -0.0384
N 2.2468 -1.1052 -0.7218
H 2.1181 -1.9402 -1.2875
H 2.6714 -0.3913 -1.3047
H 2.9363 -1.3685 -0.0242
C -0.6322 0.3003 -5.2101
N 0.0606 1.3010 -4.3946
C -0.8800 2.3768 -4.0822
N -2.1062 1.9207 -3.4298
C -2.7307 0.8985 -4.2725
N -1.8488 -0.2219 -4.5914
C -1.5524 -1.0276 -3.4111
P -0.6924 -0.0425 -2.0996
C 0.6142 0.7058 -3.1824
C -1.8402 1.4147 -2.0880
H 0.0485 -0.5258 -5.4213
H -0.9077 0.7713 -6.1546
H -1.1572 2.8630 -5.0185
H -0.3865 3.1128 -3.4442
H -3.0298 1.3718 -5.2088
H -3.6259 0.5217 -3.7747
H -0.9193 -1.8733 -3.6905
H -2.4742 -1.4362 -2.9937
H 1.3323 -0.0713 -3.4586
H 1.1551 1.4693 -2.6149
H -1.3991 2.2036 -1.4733
H -2.7821 1.1255 -1.6155